# 1
157
Properties=species:S:1:pos:R:3:lowdin_charge:R:1 method="wB97M-V/def2-TZVPD" homo_energy_ev=-9.08 e_tot_ev=-80931.182 orbital_gap_ev=9.40
C 4.32455 -2.29666 2.82976 -0.149
C 5.24589 -2.11203 4.04308 -0.151
C 5.15474 -3.45166 4.79124 -0.215
O 4.01803 -4.13607 4.30396 -0.141
C 3.84908 -3.74370 2.93604 -0.194
H 4.77152 -2.17265 1.84246 0.096
H 3.54457 -1.54018 2.89937 0.079
H 5.00280 -1.25587 4.67021 0.095
H 6.29783 -1.95315 3.79792 0.106
H 5.04467 -3.37151 5.87289 0.116
H 6.08233 -4.00630 4.59686 0.113
H 2.82373 -3.93770 2.61173 0.100
H 4.41365 -4.44840 2.31500 0.119
C -3.94125 3.72622 -1.38930 -0.182
C -3.78182 3.82385 -2.89019 -0.154
C -4.67242 2.65312 -3.41350 -0.180
O -5.38851 2.19838 -2.27208 -0.158
C -5.31530 3.14604 -1.21374 -0.200
H -3.78740 4.67321 -0.86584 0.120
H -3.18387 3.04878 -0.98342 0.086
H -2.74227 3.78669 -3.21227 0.090
H -4.19483 4.79285 -3.18366 0.113
H -4.09502 1.84771 -3.86667 0.087
H -5.33585 2.99785 -4.21180 0.116
H -5.51997 2.66021 -0.25680 0.114
H -6.14491 3.86099 -1.30696 0.125
C 4.45954 2.60190 2.23954 -0.161
C 5.82334 3.21005 2.52329 -0.168
C 6.50740 2.13230 3.39906 -0.199
O 5.45205 1.35485 3.93615 -0.137
C 4.18923 1.91034 3.56950 -0.197
H 4.51645 1.81938 1.48277 0.098
H 3.81521 3.43457 1.95936 0.110
H 5.69064 4.12030 3.11187 0.111
H 6.36481 3.44498 1.60734 0.110
H 7.12572 2.61226 4.15851 0.112
H 7.16538 1.58155 2.72150 0.114
H 3.78521 2.57834 4.33739 0.107
H 3.43451 1.12186 3.52143 0.105
C 4.70013 -2.21269 -1.56021 -0.151
O 4.19233 -2.85343 -0.40862 -0.148
H 4.57592 -2.80693 -2.47028 0.079
H 4.24353 -1.23719 -1.78600 0.062
H 5.74933 -2.00456 -1.34278 0.080
H 3.26640 -3.12554 -0.62495 0.037
C 3.00641 1.61768 -0.96591 -0.128
O 2.39882 0.86724 -2.00084 -0.144
H 3.64553 2.42123 -1.32610 0.097
H 2.19087 1.99621 -0.34347 0.054
H 3.60919 0.98464 -0.30678 0.069
H 1.71006 0.35386 -1.55379 0.048
C 0.39629 4.45207 -2.09417 -0.119
O -0.51767 5.16602 -1.26105 -0.125
H 1.16615 3.93080 -1.52986 0.069
H -0.10234 3.72826 -2.74423 0.061
H 0.93515 5.14681 -2.74571 0.092
H -0.98013 5.76661 -1.85198 0.092
C 0.75452 1.17225 -4.91008 -0.187
O 2.12838 1.21452 -4.68607 -0.118
H 0.28034 0.35830 -4.34912 0.058
H 0.23996 2.11132 -4.64130 0.059
H 0.51297 1.09778 -5.97372 0.083
H 2.31894 1.21579 -3.73606 0.030
C -4.84072 -0.37300 -0.47294 -0.113
O -5.19075 -0.76965 0.86802 -0.139
H -4.46316 -1.24862 -1.00411 0.077
H -5.63805 0.20468 -0.92901 0.073
H -3.98151 0.28340 -0.31706 0.055
H -5.90126 -1.41611 0.83753 0.076
C -2.41504 3.27256 -6.17483 -0.162
O -2.40600 1.93434 -5.74799 -0.121
H -3.17053 3.85924 -5.65422 0.066
H -1.45219 3.78672 -6.05940 0.078
H -2.62233 3.36785 -7.24692 0.084
H -2.07135 1.36379 -6.44470 0.082
C -0.05113 2.64414 4.91548 -0.154
O 1.32246 2.82565 5.26505 -0.126
H -0.46605 3.63253 4.71025 0.081
H -0.19537 1.99700 4.05645 0.056
H -0.62653 2.21120 5.73738 0.077
H 1.38205 2.96595 6.21224 0.075
C -1.89965 -2.71459 -5.80093 -0.158
O -2.15195 -1.92084 -6.95422 -0.113
H -0.82479 -2.88324 -5.75784 0.077
H -2.18473 -2.26003 -4.84398 0.054
H -2.44890 -3.65875 -5.78709 0.082
H -3.03379 -2.15982 -7.25428 0.073
C 0.72180 3.96157 1.75806 -0.143
O 0.77203 5.29299 1.24857 -0.127
H -0.31730 3.62507 1.81383 0.064
H 1.32654 3.35033 1.07542 0.054
H 1.19976 3.89868 2.73423 0.070
H 0.34749 5.27530 0.37212 0.023
C -0.46630 -2.06086 4.27225 -0.087
O -1.06754 -1.07200 3.45754 -0.206
C -2.17706 -0.48385 4.11934 -0.199
C -2.96211 0.37621 3.17612 -0.194
O -2.24836 1.56873 2.87444 -0.192
C -3.03638 2.41683 2.08025 -0.107
H 0.42412 -2.39461 3.73674 0.079
H -1.14843 -2.89699 4.44757 0.089
H -0.08262 -1.68962 5.22916 0.096
H -1.84364 0.07904 4.99777 0.125
H -2.83406 -1.28376 4.48638 0.119
H -3.94777 0.60207 3.59894 0.135
H -3.19297 -0.14128 2.23755 0.102
H -3.22035 2.02834 1.07308 0.055
H -2.63828 3.42902 2.08696 0.092
H -4.05612 2.50295 2.48764 0.095
C -1.87319 0.35570 -2.83188 -0.096
O -1.15056 -0.12421 -1.71716 -0.176
C -0.95463 0.89030 -0.75664 -0.178
C -0.29926 0.40023 0.51984 -0.153
O 0.92484 -0.23821 0.16297 -0.209
C 1.52822 -0.94366 1.23058 -0.066
H -1.78653 -0.37016 -3.63729 0.070
H -1.50567 1.31633 -3.20343 0.071
H -2.92841 0.45564 -2.55730 0.079
H -1.92809 1.31099 -0.47328 0.092
H -0.33867 1.66664 -1.23067 0.121
H -0.91865 -0.31634 1.06370 0.101
H -0.10507 1.23564 1.19716 0.117
H 2.35817 -1.47813 0.76754 0.084
H 0.86619 -1.68185 1.68811 0.071
H 1.90207 -0.27295 2.00818 0.088
C -2.88815 -4.10324 -0.89963 -0.110
O -1.95617 -4.02839 0.14076 -0.174
C -2.16666 -2.93176 0.99675 -0.188
C -3.30761 -3.17137 1.96742 -0.207
O -3.00260 -4.26146 2.81522 -0.180
C -4.00409 -4.52086 3.76863 -0.108
H -3.91593 -3.89560 -0.57521 0.079
H -2.89543 -5.08929 -1.35715 0.094
H -2.69410 -3.34462 -1.67100 0.084
H -2.35937 -2.01536 0.42691 0.117
H -1.28208 -2.74081 1.60427 0.107
H -4.27123 -3.33851 1.47147 0.112
H -3.41816 -2.30164 2.62522 0.097
H -4.25254 -3.64079 4.37027 0.083
H -3.64505 -5.28001 4.46108 0.089
H -4.86834 -4.92891 3.23668 0.090
C 1.46535 -4.67052 -0.06732 -0.090
O 1.74484 -3.77967 -1.11587 -0.192
C 0.56295 -3.26759 -1.69161 -0.175
C 0.82593 -2.36404 -2.87818 -0.194
O 1.67401 -2.96735 -3.82406 -0.177
C 2.41789 -2.08105 -4.65781 -0.076
H 2.33822 -5.04209 0.46584 0.088
H 0.95112 -5.54836 -0.48432 0.100
H 0.76257 -4.30680 0.69285 0.085
H -0.00368 -2.65797 -0.98225 0.115
H -0.04025 -4.12653 -2.00896 0.130
H 1.28130 -1.45706 -2.45764 0.109
H -0.11799 -2.03388 -3.32177 0.103
H 3.05430 -1.43889 -4.04621 0.076
H 1.75408 -1.50445 -5.30525 0.078
H 3.02438 -2.76942 -5.24531 0.092


# 2
29
Properties=species:S:1:pos:R:3:nbo_charge:R:1 method="wB97M-V/def2-TZVPD" smiles="C[C@H](S)C/[NH+]=C1/CCC1(C)C" homo_energy_ev=-13.21 e_above_lowest_kj_mol=188.15 charge=+1 e_tot_ev=-21941.491 orbital_gap_ev=9.52
C -1.94981 -0.64357 -2.32532 -0.382
C -1.89655 0.73569 -1.73886 -0.472
C 0.65161 0.30834 1.31482 -0.242
C 1.59728 1.47941 1.60691 -0.314
C -0.72139 -1.12510 -1.28304 -0.101
C -0.87495 0.28144 -0.71417 0.517
C 2.30261 1.12671 2.90593 -0.593
C -1.07685 -2.20232 -0.26395 -0.620
C 0.51886 -1.41086 -2.06719 -0.619
N -0.42695 0.71647 0.41787 -0.468
S 0.76404 3.16246 1.52934 -0.075
H -3.00275 -1.02073 -2.01247 0.232
H -1.73187 -0.60986 -3.45513 0.243
H -1.43963 1.44938 -2.44464 0.262
H -2.72597 1.11895 -1.33600 0.244
H 1.11565 -0.60675 0.80522 0.232
H 0.09854 -0.11496 2.09459 0.233
H 2.32924 1.56999 0.82247 0.242
H 2.45067 -0.04997 2.76869 0.207
H 1.64058 1.34209 3.64305 0.212
H 3.28173 1.41096 3.20089 0.252
H -2.11979 -2.25344 0.11321 0.246
H -0.27567 -2.20392 0.43972 0.213
H -0.97600 -3.15988 -0.85851 0.243
H 0.56799 -0.81699 -3.00107 0.236
H 0.59231 -2.48352 -2.29361 0.247
H 1.49373 -1.28077 -1.43685 0.215
H -0.70912 1.63354 0.77757 0.434
H 0.52248 3.64720 2.79053 0.176


# 3
25
Properties=species:S:1:pos:R:3:nbo_charge:R:1 method="wB97M-V/def2-TZVPD" homo_energy_ev="-12.63 / -12.66" e_above_lowest_kj_mol=595.55 charge=+1 e_tot_ev=-15464.470 orbital_gap_ev="7.49 / 8.05"
C -0.22961 -2.16806 -0.96898 -0.165
C 0.22141 -1.02502 -0.50997 0.260
C -1.87194 -0.96468 -0.08764 0.371
C 3.11313 -1.57080 0.82636 -0.145
C -3.20499 -0.40736 0.15794 -0.663
C -0.23699 0.77943 0.98149 -0.236
C -0.04750 2.07071 0.17356 -0.213
N -1.55181 -2.00758 -0.76793 -0.386
N -0.67696 -0.31469 0.14183 -0.448
N 2.49158 -0.72579 0.16610 0.137
N 0.74237 1.68674 -1.05837 -0.752
O 2.64429 0.46563 -0.14197 -0.470
H 0.24857 -2.86271 -1.62136 0.242
H 4.22961 -1.41683 0.90044 0.229
H 2.76274 -2.53466 0.98196 0.231
H -3.16448 0.65004 0.43367 0.218
H -3.87514 -0.46859 -0.60544 0.255
H -3.72998 -0.84361 1.00806 0.255
H 0.61858 0.51321 1.62968 0.241
H -1.00200 1.02008 1.69539 0.243
H -0.91394 2.52585 -0.08533 0.216
H 0.49873 2.70605 0.80948 0.233
H 0.23815 1.18695 -1.92816 0.461
H 1.59583 1.06509 -0.73255 0.446
H 1.10035 2.64061 -1.39822 0.440


# 4
112
Properties=species:S:1:pos:R:3:lowdin_charge:R:1 method="wB97M-V/def2-TZVPD" homo_energy_ev="-7.55 / -7.75" multiplicity=3 e_above_lowest_kj_mol=0.00 e_tot_ev=-137699.837 orbital_gap_ev="7.65 / 7.93"
V -0.35057 -0.12125 0.37694 0.697
O 4.07012 -0.02712 -0.75326 0.062
C 4.52278 0.04840 0.51332 -0.276
C 5.90062 0.13348 0.70738 -0.013
C 6.42625 0.19088 1.98152 -0.080
C 5.58595 0.18019 3.09207 -0.091
C 4.22119 0.09535 2.91124 -0.024
C 3.66941 0.01416 1.62990 -0.088
C 2.20918 -0.11125 1.45940 -0.424
O 1.69992 -0.24651 0.26952 -0.227
N 1.46933 -0.12785 2.53676 0.060
N 0.12557 -0.14946 2.23318 -0.237
C -0.68757 -0.03966 3.22859 -0.888
S -2.39718 0.16788 2.96906 0.987
C -2.82230 0.12909 4.74522 -0.483
C -1.65518 0.71955 5.50228 -0.501
S -0.13412 -0.06489 4.88597 0.967
H 3.09391 -0.07528 -0.70550 0.066
H 6.53464 0.14753 -0.16980 0.118
H 7.49938 0.24028 2.11511 0.103
H 5.99945 0.24351 4.08975 0.098
H 3.54615 0.08270 3.75570 0.110
H -3.01396 -0.90515 5.03137 0.072
H -3.72492 0.72304 4.87984 0.083
H -1.71459 0.54109 6.57485 0.081
H -1.56985 1.78910 5.31434 0.083
C -8.15164 -3.50680 -3.12872 -0.051
C -6.68665 -3.17257 -3.22781 -0.233
C -5.76028 -4.19867 -3.38370 -0.061
C -4.41104 -3.91215 -3.50650 -0.088
C -3.97736 -2.59990 -3.51086 -0.021
C -4.89539 -1.55984 -3.38649 -0.191
N -4.50875 -0.21963 -3.56297 0.085
C -3.18211 0.19770 -3.60815 -0.196
C -2.70386 0.76838 -4.78896 -0.007
C -1.36980 1.09374 -4.94283 -0.069
C -0.47364 0.85542 -3.91381 -0.072
C -0.95008 0.37837 -2.70646 -0.042
C -2.29729 0.07558 -2.51173 -0.053
C -2.80257 -0.14880 -1.10242 -0.493
O -3.94205 0.08100 -0.78054 0.126
O -1.89489 -0.54960 -0.22538 -0.298
C -6.25563 -1.84383 -3.20779 -0.168
C -7.22914 -0.71045 -3.02726 -0.035
H -8.29993 -4.57887 -3.24602 0.073
H -8.72020 -2.99160 -3.90507 0.085
H -8.56842 -3.21210 -2.16343 0.082
H -6.09996 -5.22724 -3.40459 0.104
H -3.69863 -4.72054 -3.62610 0.097
H -2.93121 -2.37351 -3.65527 0.076
H -5.12463 0.28265 -4.18101 0.137
H -3.39370 0.91019 -5.61292 0.116
H -1.02455 1.51320 -5.87878 0.108
H 0.57806 1.07677 -4.03746 0.112
H -0.24948 0.28589 -1.88512 0.080
H -6.74247 0.12684 -2.52734 0.081
H -8.07869 -1.01728 -2.42052 0.072
H -7.62572 -0.36146 -3.98708 0.091
O -0.69468 2.51973 2.01488 0.032
C -0.31022 2.69708 0.86876 -0.535
O 0.05209 1.74921 0.05241 -0.124
C -0.22819 4.09056 0.31319 -0.129
C -0.06028 5.17107 1.16971 -0.020
C 0.04426 6.45279 0.65295 -0.082
C -0.03869 6.65883 -0.71754 -0.093
C -0.22812 5.58327 -1.57353 -0.081
C -0.31601 4.29921 -1.05914 -0.020
H -0.00441 4.99103 2.23515 0.116
H 0.19411 7.29442 1.31705 0.100
H 0.04564 7.65993 -1.12158 0.099
H -0.29842 5.74074 -2.64236 0.100
H -0.45560 3.44738 -1.71225 0.106
C 3.62000 -3.62704 0.91954 -0.194
Si 1.88244 -3.93458 1.60138 0.388
C 1.66786 -5.81814 1.59090 -0.207
C 1.87807 -3.37855 3.40891 -0.206
Sb -0.01102 -2.75828 0.21966 1.050
Si 0.67754 -3.64928 -2.14694 0.393
C -0.48682 -3.33470 -3.60671 -0.200
C 0.90414 -5.52526 -2.00068 -0.222
C 2.31781 -2.78358 -2.51431 -0.208
Si -2.05900 -3.94477 1.33611 0.386
C -3.72241 -3.33636 0.71206 -0.198
C -1.97371 -5.83070 1.14890 -0.220
C -1.95836 -3.54811 3.18611 -0.204
H 4.35081 -4.01820 1.63137 0.041
H 3.82453 -2.56562 0.79293 0.012
H 3.78651 -4.12686 -0.03572 0.018
H 2.43135 -6.26064 2.23548 0.037
H 1.79406 -6.23573 0.59179 0.007
H 0.69214 -6.13265 1.96175 -0.001
H 2.79401 -3.72279 3.89588 0.038
H 1.03322 -3.78281 3.96931 0.010
H 1.85206 -2.29311 3.48568 -0.005
H -1.41645 -3.89576 -3.50083 0.008
H -0.00599 -3.66837 -4.52901 0.042
H -0.72859 -2.27585 -3.72116 0.009
H 0.12686 -5.97167 -1.37916 0.006
H 1.86958 -5.76479 -1.55222 0.016
H 0.86410 -5.99985 -2.98344 0.032
H 2.18553 -1.69952 -2.51480 0.023
H 2.71406 -3.07523 -3.48899 0.038
H 3.06699 -3.02053 -1.75910 0.006
H -3.96907 -3.77381 -0.25039 0.021
H -3.75394 -2.25052 0.60449 0.010
H -4.50021 -3.61700 1.42711 0.040
H -1.58178 -6.13412 0.17701 0.008
H -2.97735 -6.25088 1.24807 0.031
H -1.34670 -6.28052 1.91925 0.009
H -2.25037 -2.51208 3.34587 -0.024
H -0.94963 -3.68681 3.57684 0.000
H -2.64264 -4.18610 3.74995 0.041